Entry 1:
Computed, not measured: a structure of composition C44H53N6O7PSSm in a non-equilibrium geometry, with wB97M-V/def2-TZVPD.

```
113
Properties=species:S:1:pos:R:3:forces:R:3
Sm 1.109228 1.134116 0.738758 -0.66 -0.18 -1.00
O -5.640386 3.122092 0.814932 -0.49 0.39 0.36
C -4.767781 2.630260 0.118677 0.35 0.51 0.74
O -4.792784 1.891066 -0.864417 0.32 -0.45 -1.16
C -3.340438 2.862398 0.662991 -0.51 0.13 -0.59
C -2.985699 2.015815 1.721871 -0.82 0.69 -1.22
C -1.686538 1.834455 1.976202 0.76 -0.22 1.60
N -0.711562 2.609656 1.472774 0.36 -0.81 0.18
C -1.069470 3.529258 0.584616 0.83 0.24 -1.88
C -2.352087 3.662935 0.065415 0.29 -0.86 1.03
C 0.114054 4.176112 -0.106341 0.09 -0.09 0.73
C 0.020097 5.402918 -0.726494 0.31 0.63 -0.87
C 1.191012 5.957060 -1.302807 -0.12 0.18 -0.16
C 2.391585 5.220071 -1.198972 0.47 1.69 -1.00
C 2.398477 4.052746 -0.475451 1.56 0.00 -0.47
N 1.305968 3.526125 0.003361 -1.69 -0.71 1.08
C -1.288295 0.743284 2.889046 0.27 -1.31 1.18
C -2.036903 0.230186 3.958617 0.42 1.64 -0.54
C -1.484179 -0.685447 4.844920 -0.14 -0.20 0.30
C -0.196428 -1.146060 4.623988 0.25 1.36 -1.46
C 0.495955 -0.633092 3.511319 -1.48 -0.75 0.75
N -0.078195 0.222583 2.678054 1.04 0.74 -0.88
H -3.682308 1.338282 2.152177 -0.75 -0.17 0.19
H -2.474435 4.197785 -0.861438 -0.45 0.26 0.06
H -0.971654 5.876872 -0.824633 0.81 -0.05 0.22
H 1.152348 6.974191 -1.804048 0.11 -1.55 0.59
H 3.347176 5.544528 -1.699090 -1.24 -0.10 0.78
H 3.367940 3.538198 -0.274415 -0.96 0.32 -0.30
H -2.905984 0.823071 4.166314 -0.75 -0.47 0.35
H -2.029711 -0.999395 5.746724 0.20 0.17 -0.57
H 0.331753 -1.762925 5.282974 0.49 -1.04 0.88
H 1.477791 -0.949690 3.236051 0.65 -0.37 0.21
O 4.382212 -3.764109 3.136412 -0.15 0.21 -0.08
S 3.685584 -4.598667 4.093216 0.95 -0.62 0.26
O 2.300289 -4.314475 4.301894 -0.84 0.49 -0.09
O 4.531579 -3.948947 6.080968 -0.08 -0.23 0.49
C 4.698998 -2.733243 6.322105 0.78 0.78 0.21
N 5.463906 -2.255541 7.359420 0.65 -0.54 0.70
C 5.955211 -1.034416 7.316901 -0.48 -1.13 0.21
C 5.651619 -0.132531 6.290419 0.90 -0.41 1.01
C 4.732754 -0.619816 5.448760 -2.08 0.22 -1.93
N 4.184782 -1.820435 5.496253 -0.86 0.36 -1.27
C 4.212016 0.094499 4.209994 0.47 -0.61 -0.07
C 3.624481 1.354065 4.125432 0.55 -0.24 2.67
C 3.193956 1.824875 2.929681 0.46 -0.86 -0.89
N 3.321649 1.111848 1.787640 -0.25 -0.17 0.21
C 3.876294 -0.119375 1.864740 0.60 -0.47 -0.68
C 4.341323 -0.660320 3.033758 0.59 0.14 0.91
H 6.613897 -0.778984 8.138846 0.03 0.17 0.02
H 6.209474 0.739276 6.132874 0.43 1.28 -0.08
H 3.544761 1.878152 5.104145 -0.13 0.07 -1.12
H 2.789845 2.786753 2.800733 -0.64 1.23 0.06
H 4.048794 -0.684932 0.931170 -0.41 0.46 0.35
H 4.884292 -1.605122 3.154880 -0.63 0.17 -0.63
O -0.031754 -0.047153 -0.790412 0.01 0.18 -0.26
P -0.717268 -0.744576 -2.056834 0.46 0.62 3.44
C -2.240553 -1.468321 -1.287103 2.04 -1.65 -0.29
C -3.228928 -2.236752 -2.173049 0.40 0.37 1.55
C -4.073360 -3.111470 -1.236639 -1.03 0.66 -1.24
C -4.269926 -2.466949 0.083056 -0.44 1.17 1.12
C -4.254530 -0.947541 0.028563 0.03 -0.63 0.50
C -2.840183 -0.493502 -0.309321 -1.30 0.44 0.19
C 0.649447 -1.792791 -2.570014 0.34 0.12 -0.29
C 0.993519 -2.882417 -1.603550 0.33 -1.80 0.90
C 0.044852 -4.155918 -1.792260 0.58 1.38 -0.67
C 0.068717 -4.623912 -3.293592 0.91 0.04 1.06
C -0.290086 -3.459698 -4.243851 0.83 -0.30 1.21
C 0.663385 -2.245639 -3.989839 -0.20 -2.68 -0.31
C -0.887402 0.516947 -3.284890 -0.66 -0.04 -0.04
C -1.963206 0.111044 -4.304988 -1.30 -2.32 1.46
C -3.247942 0.885827 -3.982197 -0.54 -0.76 -1.79
C -2.990646 2.352125 -4.213839 -0.11 1.40 0.73
C -1.584581 2.857599 -3.780380 -1.10 -0.88 0.04
C -1.049685 1.920072 -2.717095 -0.26 0.23 -0.29
H -1.796636 -2.270038 -0.615837 0.05 0.79 -0.81
H -2.744241 -2.818644 -2.916996 0.36 -0.48 -0.62
H -3.806580 -1.479982 -2.638863 -0.96 0.39 -0.72
H -3.662885 -4.094934 -1.057548 -0.02 -0.44 -0.57
H -5.095367 -3.106947 -1.673919 0.69 -0.84 -0.06
H -3.644023 -2.834605 0.870565 1.04 -0.15 0.36
H -5.215879 -2.731968 0.448626 -1.57 -0.60 0.48
H -4.554854 -0.540423 1.001008 0.04 0.01 -0.16
H -4.993183 -0.573101 -0.676767 0.09 0.06 -0.18
H -2.264112 -0.547932 0.615148 0.19 0.45 -0.16
H -3.020819 0.509999 -0.683022 0.74 0.35 -0.07
H 1.438260 -1.035637 -2.514569 -0.32 0.02 0.19
H 0.954021 -2.459973 -0.562252 0.07 -0.70 -0.75
H 2.065297 -3.226247 -1.809112 -1.28 0.50 0.34
H -0.966551 -3.861121 -1.509354 -0.16 0.04 -0.23
H 0.293227 -4.913077 -1.062562 0.41 -0.39 -0.11
H -0.540057 -5.532823 -3.406450 -0.13 0.51 -0.14
H 1.103052 -4.957490 -3.542240 -0.49 0.21 0.21
H -1.297322 -3.144930 -4.012610 -0.39 0.08 -0.28
H -0.244978 -3.855648 -5.246613 -0.01 0.33 -0.48
H 0.374540 -1.446895 -4.592737 -0.28 1.30 -1.44
H 1.692642 -2.552875 -4.240458 -0.27 0.18 -0.05
H 0.052926 0.496833 -3.766267 1.28 -0.07 -0.72
H -2.173982 -1.042949 -4.252336 0.40 1.96 -0.02
H -1.599500 0.237235 -5.291978 0.14 0.54 -1.07
H -3.675698 0.631051 -3.028344 0.30 0.21 0.84
H -4.071335 0.571409 -4.668090 0.66 0.15 0.24
H -3.783595 2.974367 -3.770589 0.26 -0.33 0.15
H -3.045223 2.567102 -5.250398 -0.29 -0.02 -1.21
H -1.651407 3.825886 -3.341828 -0.19 0.95 0.27
H -0.953230 2.982241 -4.663599 0.30 -0.38 0.20
H -1.688730 1.924254 -1.841441 -0.50 0.00 0.00
H -0.134118 2.347716 -2.370841 1.13 -0.15 0.32
C 3.138615 0.555063 -2.286820 -0.26 -0.57 0.80
O 2.911810 1.005324 -0.930854 0.48 0.08 0.47
H 3.358103 -0.530216 -2.327819 -0.31 0.64 0.08
H 3.967263 1.084911 -2.607873 1.86 0.80 -0.95
H 2.332504 0.872879 -2.939111 -0.41 -0.24 0.25
H 3.735888 1.347249 -0.488882 -1.01 -0.73 -0.82
```
Positions in Å, forces in eV/Å.

Results
Energy: -3961.042520 Eh
HOMO-LUMO gap (alpha / beta): 5.475 / 5.739 eV
Multiplicity: 6
Net charge: +1
<S²>: 8.7571
E_HOMO (alpha / beta): -9.69 / -9.69 eV

***

Entry 2:
Computed, not measured: a structure of composition C44H54BrF6NO4PSSeTl, with wB97M-V/def2-TZVPD.

```
114
Properties=species:S:1:pos:R:3:forces:R:3
Tl -0.200425 -1.120332 0.564793 0.12 -0.36 0.29
Br -0.232749 -1.980407 -2.769648 0.00 0.10 0.01
C -1.016022 -3.641655 -2.234707 0.06 -0.03 0.11
C -1.900261 -4.208419 -3.103807 -0.03 -0.05 -0.06
C -2.446353 -5.474207 -2.801194 0.00 0.04 -0.02
C -2.050080 -6.122678 -1.669371 0.00 -0.02 0.02
C -1.123525 -5.536045 -0.771892 -0.04 -0.14 0.04
C -0.690155 -6.243251 0.375152 0.00 0.02 -0.03
C 0.205645 -5.664270 1.225252 0.03 -0.04 0.05
C 0.654378 -4.341232 1.003197 -0.02 -0.06 0.03
C 0.264880 -3.571115 -0.072667 -0.12 0.15 -0.12
C -0.604868 -4.228024 -1.002286 0.03 0.03 -0.13
H -2.167520 -3.696537 -4.018765 0.00 0.00 0.00
H -3.164522 -5.924167 -3.476701 0.00 0.01 0.00
H -2.445061 -7.106044 -1.432204 0.01 0.01 0.00
H -1.084908 -7.237545 0.559624 -0.01 0.00 0.00
H 0.545729 -6.200776 2.106842 0.01 0.03 -0.01
H 1.299718 -3.910036 1.760396 0.00 0.02 -0.01
F 2.566350 5.858913 2.940410 0.04 -0.07 0.04
C 3.252021 4.800065 3.430211 0.00 -0.04 -0.01
F 4.548926 5.010783 3.128086 -0.06 -0.02 0.01
F 3.151556 4.877298 4.774851 -0.01 -0.01 -0.10
C 2.730393 3.497229 2.890311 -0.01 0.15 0.08
C 3.574642 2.578102 2.288453 -0.05 0.01 0.00
C 3.006719 1.410431 1.793485 0.01 0.14 0.07
N 1.709953 1.156193 1.857710 0.03 -0.13 -0.10
C 0.915208 2.023560 2.467273 0.00 0.10 -0.05
C 1.375800 3.218278 3.004326 0.08 -0.09 -0.06
H 4.636645 2.758127 2.201885 0.00 0.02 0.00
H 3.623993 0.653086 1.325410 -0.01 -0.05 -0.01
H -0.134383 1.754976 2.513131 -0.05 -0.04 -0.01
H 0.691860 3.906598 3.481914 0.01 0.03 0.01
O -0.350024 1.686737 -1.333848 -0.08 0.04 -0.07
P -0.791988 2.740428 -2.289002 0.11 -0.18 0.25
C 0.678573 3.729645 -2.820527 0.06 0.05 -0.10
C 1.872788 2.724328 -2.858357 -0.08 -0.01 -0.04
C 2.753395 2.882181 -1.627527 0.06 -0.08 0.00
C 3.444581 4.245578 -1.614351 0.05 -0.01 -0.01
C 2.510064 5.338387 -2.156384 0.00 0.04 0.00
C 1.046958 4.952175 -1.962105 -0.06 0.07 0.00
C -2.178472 3.774126 -1.647795 -0.03 0.04 -0.04
C -1.844848 4.879335 -0.633602 -0.01 0.08 -0.05
C -1.369196 4.319238 0.703569 0.07 -0.01 0.04
C -2.469895 3.473264 1.334229 -0.04 0.04 0.03
C -2.899602 2.361328 0.388338 0.00 -0.04 -0.01
C -3.274658 2.896219 -0.990597 -0.05 0.01 -0.06
C -1.459361 2.093358 -3.878639 -0.03 0.07 -0.13
C -2.579148 1.050735 -3.649698 -0.06 0.04 0.02
C -2.740999 0.088705 -4.832318 -0.03 -0.08 0.02
C -2.470834 0.817230 -6.139869 -0.03 0.04 -0.01
C -0.990321 1.207371 -6.202903 0.04 0.01 -0.05
C -0.401990 1.489120 -4.810980 0.09 0.03 0.06
H 0.488025 4.098925 -3.835257 -0.04 -0.06 0.00
H 2.459033 2.881597 -3.771004 0.02 0.06 0.03
H 1.511697 1.698576 -2.881611 -0.02 -0.01 -0.05
H 3.494158 2.081036 -1.594097 0.00 -0.01 0.00
H 2.125485 2.743714 -0.745827 -0.02 0.01 0.05
H 4.349814 4.201868 -2.227504 0.01 0.02 0.01
H 3.768742 4.490446 -0.599822 -0.03 0.00 0.02
H 2.694884 5.501977 -3.223413 -0.01 -0.03 -0.02
H 2.707259 6.291702 -1.660000 0.02 0.00 -0.02
H 0.406948 5.794238 -2.233097 0.04 -0.02 0.00
H 0.874927 4.753075 -0.902665 0.01 -0.02 0.02
H -2.599684 4.244794 -2.547152 -0.01 0.01 0.03
H -2.782662 5.421988 -0.455558 0.00 0.02 0.00
H -1.146008 5.609713 -1.034346 -0.04 -0.05 0.02
H -1.071350 5.139720 1.364461 -0.02 0.01 0.00
H -0.485274 3.691460 0.552346 0.02 -0.01 -0.02
H -3.325638 4.123944 1.562107 0.00 0.00 0.00
H -2.144512 3.043424 2.283181 0.02 -0.02 0.02
H -3.743510 1.811881 0.804328 0.00 -0.01 0.01
H -2.093299 1.633851 0.291361 0.01 -0.01 0.00
H -4.155891 3.545642 -0.897712 -0.02 -0.02 0.00
H -3.571307 2.063308 -1.622553 0.03 0.04 0.05
H -1.877658 2.976604 -4.383739 0.00 -0.01 -0.01
H -3.525542 1.575606 -3.503094 0.02 -0.02 -0.01
H -2.373963 0.483857 -2.738510 0.00 -0.03 0.01
H -3.745815 -0.337517 -4.809264 0.00 0.00 -0.01
H -2.049535 -0.750381 -4.727581 0.02 0.00 -0.01
H -3.098185 1.715129 -6.181105 0.00 0.00 -0.01
H -2.742107 0.212492 -7.008041 0.00 -0.03 0.01
H -0.858544 2.085446 -6.843636 -0.02 0.00 0.01
H -0.417449 0.398816 -6.664202 0.00 -0.01 -0.01
H 0.460336 2.144958 -4.925346 0.02 0.00 0.02
H -0.031343 0.564610 -4.361730 -0.02 -0.02 0.00
C 3.134940 -7.297918 5.570528 0.00 -0.06 0.02
C 2.718669 -5.939303 5.073888 0.01 0.05 -0.01
C 1.384120 -5.560962 5.030711 0.02 -0.07 0.01
C 0.981341 -4.307580 4.581987 -0.09 0.11 0.01
C -0.480730 -3.967589 4.557585 -0.02 0.00 -0.03
C 1.940073 -3.365905 4.158412 -0.04 -0.13 0.06
Se 1.408451 -1.643512 3.559617 0.18 0.29 -0.07
C 3.295612 -3.753856 4.177981 0.00 0.06 0.01
C 4.372635 -2.819975 3.705512 0.01 0.02 0.00
C 3.658549 -5.013792 4.637658 -0.02 -0.08 -0.03
H 2.263658 -7.934561 5.733535 -0.01 -0.01 0.00
H 3.678799 -7.238099 6.518358 0.01 0.02 0.01
H 3.788138 -7.806275 4.856713 0.01 0.00 -0.02
H 0.621946 -6.268647 5.347576 -0.01 -0.01 0.00
H -1.086595 -4.841736 4.806540 -0.01 0.01 0.00
H -0.782939 -3.586682 3.580227 -0.01 -0.06 -0.04
H -0.705480 -3.160941 5.259910 0.03 0.00 0.02
H 4.082329 -2.349249 2.765653 0.01 -0.03 -0.04
H 5.316502 -3.356679 3.580597 0.03 0.01 0.01
H 4.520688 -1.999600 4.412796 -0.02 0.02 0.01
H 4.711950 -5.284961 4.635158 0.02 -0.02 0.01
F -3.580963 -1.248706 -0.794127 -0.02 0.01 0.04
C -4.441517 -1.502122 0.209622 -0.10 -0.03 -0.07
F -5.112108 -2.622633 -0.113687 0.05 0.09 0.01
F -5.342966 -0.492867 0.211665 0.04 -0.05 -0.01
S -3.573236 -1.647341 1.833729 0.10 0.39 0.15
O -2.606391 -2.689223 1.567894 0.00 -0.09 -0.02
O -4.641096 -1.962136 2.753861 -0.04 -0.15 -0.10
O -3.005011 -0.320034 1.983086 -0.11 -0.05 -0.01
```
Positions in Å, forces in eV/Å.

Results
Energy: -8551.593341 Eh
HOMO-LUMO gap: 4.710 eV
Net charge: -2
E_HOMO: -1.15 eV
Relative energy (zero: lowest compared OMol25 entry of this formula, charge and spin): 162.7 kJ/mol

***

> Which of these has the highest energy?

C44H53N6O7PSSm

***

> Which formula does entry 2 have?

C44H54BrF6NO4PSSeTl

***

> What is the formula in the second record?

C44H54BrF6NO4PSSeTl

***

> Look up the net charge of the second one.

-2